9
Properties=species:S:1:pos:R:3:forces:R:3:lowdin_charge:R:1 method="wB97M-V/def2-TZVPD" smiles="O=S(Cl)#[PH]CCl" largest_force_ev_per_a=3.188
O -1.348123 2.955569 -2.515028 -0.3294 0.8342 -0.1560 -0.6230
S -1.016758 1.575007 -2.236821 0.0651 -0.4208 0.2900 0.2305
Cl 0.793310 1.154702 -3.186958 0.2571 -0.0658 0.0337 0.1474
P -0.192747 1.644881 -0.177829 1.1920 -2.7134 -0.5584 0.6686
C 0.336485 -0.528967 -0.249897 -0.7653 3.0835 0.2653 -0.7587
Cl -0.908151 -1.365875 -1.133446 -0.1729 -0.5378 -0.0433 0.4734
H -1.481019 1.383700 0.307108 -0.3278 -0.1411 0.1651 -0.1338
H 0.375177 -0.848490 0.782412 0.0249 -0.0685 0.0272 0.0042
H 1.284839 -0.577200 -0.765756 0.0563 0.0296 -0.0237 -0.0087


68
Properties=species:S:1:pos:R:3:forces:R:3:lowdin_charge:R:1 method="wB97M-V/def2-TZVPD" smiles=Cc1ccccc1OC[C@H](O)CN1CC[N@@H+](C[C@@H](O)COc2ccccc2C)C[C@@H]1C largest_force_ev_per_a=1.048 total_charge=+1
C -4.168251 -1.212414 -1.997934 -0.0087 0.0219 0.0690 -0.0235
C -3.942492 -1.282106 -0.519191 -0.1064 0.2930 0.0215 -0.2306
C -3.807209 -2.493812 0.136726 0.0422 0.0875 0.0896 -0.0516
C -3.628449 -2.552405 1.510809 0.0552 -0.1032 0.0869 -0.0982
C -3.590893 -1.378013 2.238699 -0.0980 -0.0261 -0.0020 -0.1006
C -3.714072 -0.151254 1.603397 -0.1249 0.1896 -0.0463 -0.0262
C -3.886466 -0.089809 0.227679 -0.1150 -0.5127 -0.0264 -0.2373
O -4.007700 1.044535 -0.515163 0.0835 -0.3012 -0.1009 -0.0282
C -4.082865 2.317611 0.077256 0.2601 0.5669 0.0866 -0.1145
C -2.777352 3.136347 -0.022069 -0.3252 -0.2122 0.6148 -0.3198
O -2.347216 3.278831 -1.356053 0.0926 0.0281 -0.3268 -0.0176
C -1.608677 2.612062 0.825648 -0.1536 0.2065 -0.3493 -0.1185
N -1.226474 1.232679 0.584024 0.0876 0.1095 0.1052 -0.1210
C -0.341046 0.723548 1.610005 -0.0828 -0.1280 -0.1298 -0.1395
C -0.202965 -0.788883 1.468828 -0.2267 0.4322 0.7379 -0.0706
N 0.312463 -1.118993 0.127895 0.4712 0.2731 -0.1346 -0.0721
C 0.588077 -2.561492 -0.053257 0.3251 -0.6918 -0.4545 -0.0404
C 1.781772 -2.797331 -0.992227 0.3144 0.0502 0.5575 -0.3122
O 1.453967 -2.250543 -2.244334 -0.0727 0.0964 -0.2751 -0.0046
C 3.083562 -2.196836 -0.426709 -0.0725 -0.4972 -0.2467 -0.1125
O 2.915652 -0.796098 -0.286482 0.2186 0.2485 0.1821 -0.1314
C 4.021767 -0.096948 0.226239 0.1237 0.1497 -0.0048 -0.2199
C 4.413116 -0.297447 1.542398 -0.1521 -0.0944 -0.0975 -0.0149
C 5.472925 0.421932 2.060872 -0.0055 -0.0387 0.0162 -0.0704
C 6.133741 1.341015 1.262449 0.0504 0.0540 0.0010 -0.0673
C 5.731269 1.538819 -0.044402 -0.0464 -0.0922 0.0990 -0.0283
C 4.669872 0.825092 -0.591432 -0.2300 -0.2324 0.0189 -0.1976
C 4.245302 1.060281 -2.008077 -0.0154 -0.0178 -0.0410 -0.0227
C -0.616286 -0.580752 -0.890501 -0.5825 0.5288 -0.6918 -0.0472
C -0.740803 0.937874 -0.758852 0.0436 -0.2286 -0.2245 -0.3031
C 0.552891 1.650041 -1.177514 -0.3359 0.0081 0.1023 -0.0074
H -5.183841 -0.874391 -2.197491 -0.0516 0.0569 -0.1211 0.0953
H -3.493971 -0.493000 -2.458493 0.0326 0.0402 -0.1324 0.0789
H -4.031526 -2.186469 -2.459501 0.0102 -0.0601 -0.0422 0.0829
H -3.858054 -3.408123 -0.436605 -0.0160 -0.0876 -0.0939 0.1146
H -3.536604 -3.506429 2.006372 -0.0085 -0.0962 0.0612 0.1035
H -3.470378 -1.407633 3.311327 0.0060 0.0088 0.1116 0.1101
H -3.673975 0.745302 2.199769 0.0388 0.1281 0.0482 0.1060
H -4.852435 2.854929 -0.492725 0.0742 -0.0544 0.1503 0.1410
H -4.408422 2.274205 1.118840 -0.0453 0.0079 -0.0520 0.1260
H -3.018935 4.132177 0.391148 0.0027 -0.1951 0.0075 0.1542
H -3.080590 3.594255 -1.895969 0.0452 0.0306 0.0032 0.1119
H -0.767346 3.305098 0.671963 -0.0212 0.0393 0.1037 0.1332
H -1.911831 2.685102 1.872942 0.0218 0.0567 -0.0043 0.1304
H -0.783082 0.933142 2.586303 0.0660 -0.0554 0.0103 0.1345
H 0.658464 1.192937 1.592797 -0.0253 -0.0178 0.0717 0.1314
H 0.482993 -1.168246 2.228470 0.0453 -0.0800 -0.1371 0.1421
H -1.182989 -1.258919 1.589855 0.1514 -0.0652 -0.1054 0.1168
H 1.233810 -0.642172 -0.005764 -0.2796 -0.1347 0.1683 0.1387
H -0.300803 -3.042030 -0.466617 -0.0137 0.0958 0.1079 0.1493
H 0.811707 -3.011335 0.915222 -0.0442 0.1058 -0.0125 0.1443
H 1.929535 -3.885826 -1.068994 -0.0457 0.1601 0.1402 0.1629
H 2.137413 -2.462340 -2.889875 0.0018 -0.0089 0.0244 0.1193
H 3.317938 -2.666671 0.536516 -0.0048 0.0330 -0.0717 0.1357
H 3.914204 -2.403382 -1.114951 -0.0627 0.0258 0.0669 0.1488
H 3.888445 -1.013854 2.158681 -0.0673 -0.0689 0.0567 0.1150
H 5.779428 0.264672 3.082836 0.0298 -0.0130 0.1020 0.1093
H 6.963320 1.903216 1.661213 0.0827 0.0625 0.0389 0.1099
H 6.246849 2.255958 -0.664964 0.0678 0.0923 -0.0748 0.1215
H 3.834682 2.063421 -2.113635 -0.0557 0.0556 -0.0724 0.0907
H 3.488033 0.344784 -2.316336 -0.0308 0.0089 -0.0814 0.0673
H 5.102257 0.982391 -2.673886 0.0206 0.0055 -0.0874 0.0899
H -0.236057 -0.846039 -1.876308 -0.0160 -0.0186 0.1687 0.1344
H -1.592159 -1.043914 -0.729701 0.1903 -0.0686 0.0673 0.1196
H -1.526887 1.258355 -1.446758 0.1431 -0.2467 0.0203 0.1373
H 0.850846 1.301375 -2.161865 0.1086 -0.0344 -0.1333 0.0931
H 1.377124 1.484187 -0.487395 0.1728 0.0022 0.0532 0.0675
H 0.369913 2.717994 -1.246769 0.0633 0.1222 0.0029 0.0824


74
Properties=species:S:1:pos:R:3:forces:R:3:lowdin_charge:R:1 method="wB97M-V/def2-TZVPD" smiles="NC(N)=O.NC(N)=O.NC(N)=O.NC(N)=O.NC(N)=O.NC(N)=O.NC(N)=O.NC(N)=O.OCCO" largest_force_ev_per_a=7.208
N -33.792740 23.377660 12.580750 -2.6856 5.1107 2.0029 0.1457
C -33.106060 22.300520 12.440010 4.4820 -0.5775 2.6041 -0.7899
N -33.632020 21.658490 11.440820 -0.3682 -3.1877 -2.2015 0.1493
O -32.060260 22.019240 13.045180 -1.1188 -0.1058 -0.3498 0.0161
H -34.723940 23.330280 12.192540 0.0419 0.6183 0.5681 0.1137
H -33.605400 24.055460 13.305720 -0.0488 -0.3279 -0.0947 0.1262
H -34.070460 22.357800 10.858720 0.3237 -1.3385 -1.2276 0.1132
H -32.944550 20.962840 11.188720 -0.6080 -0.2060 -1.2982 0.1258
N -31.200470 11.393010 13.151570 -2.2663 0.5184 5.8858 0.1643
C -30.717040 11.302400 11.978010 -0.0513 1.5705 -3.3250 -0.8659
N -31.163090 12.212250 11.115970 -1.1653 2.0663 -0.8857 0.1573
O -29.953250 10.486170 11.652000 3.8439 -4.4980 -1.5805 0.0869
H -30.855020 10.681480 13.779660 -0.0520 0.4159 0.1816 0.1259
H -31.380740 12.320310 13.508950 -0.1283 -0.3756 0.3206 0.1159
H -31.931940 12.767150 11.463890 0.0901 0.1714 -0.9884 0.1000
H -30.863850 12.175280 10.152020 -0.2722 0.1381 0.3901 0.1159
N -27.999390 18.634110 10.516930 1.0536 6.1367 2.2014 0.1358
C -28.480440 17.515310 10.051360 1.9573 1.5481 0.6088 -0.8537
N -27.563250 16.636400 10.252330 4.1899 -5.8651 -0.0096 0.1667
O -29.527870 17.470270 9.556770 -5.5670 -1.5594 -2.4537 0.0978
H -28.631320 19.371960 10.793220 0.0326 -0.1353 -0.4056 0.1162
H -27.023300 18.859370 10.645760 -0.3759 -0.3493 0.0822 0.1054
H -27.465950 15.734580 9.808090 -0.8064 0.1388 -0.1687 0.1215
H -26.665790 16.905820 10.629260 -0.5184 0.0795 0.1341 0.1101
N -34.400000 18.618150 5.284910 0.9688 2.4497 -2.1626 0.1655
C -35.184910 17.906900 6.019140 -2.2477 -2.4572 1.5954 -0.7776
N -34.507640 17.016520 6.781310 0.8713 -0.7921 1.5455 0.1417
O -36.403050 17.932120 5.969770 -0.4077 0.3922 -0.0640 0.0267
H -34.993120 19.159460 4.672300 1.1687 0.5138 -0.5063 0.1277
H -33.394990 18.540440 5.348330 -0.4129 0.4542 -0.6340 0.1195
H -33.578880 17.354800 6.988820 0.0783 -0.4975 0.3794 0.0904
H -35.009400 16.697860 7.597890 0.0235 -0.0543 -0.1428 0.1063
N -23.388980 13.836800 7.308260 3.6675 4.4892 -0.6991 0.1562
C -24.235850 12.894470 7.514150 -1.3311 -3.7495 3.4937 -0.7478
N -24.945510 12.693720 6.408530 -1.9785 -1.2015 -1.6097 0.1401
O -24.349570 12.206150 8.555400 0.2645 1.1662 -1.6985 -0.0019
H -23.397090 14.252390 6.387760 0.3649 -0.0137 0.3433 0.1067
H -22.686930 14.216300 7.927300 -0.5453 -0.5282 0.3019 0.1248
H -25.423200 11.806240 6.342920 -0.2431 0.5089 -0.1674 0.1183
H -25.019610 13.416250 5.706710 -0.1985 -0.6426 0.0257 0.1035
N -27.829500 23.656050 18.135930 -3.0298 2.6657 0.6698 0.1570
C -26.679030 23.134660 17.851220 4.0149 1.5338 2.2471 -0.7427
N -26.716580 21.945650 17.265010 0.7108 -2.6486 -1.7989 0.1466
O -25.659870 23.704770 18.323560 -1.0366 -1.4481 -1.0078 -0.0130
H -27.625600 24.538360 18.583210 -0.8489 0.2281 -0.0946 0.1182
H -28.720100 23.502340 17.685040 0.3284 -0.2418 0.1250 0.1169
H -27.091310 21.952630 16.327130 -0.2384 -0.2590 0.0757 0.1071
H -25.833990 21.456870 17.312200 0.0986 0.1650 -0.2264 0.1099
N -20.780030 17.178760 13.981160 2.6631 -3.8951 -1.2403 0.1332
C -21.622730 18.184850 14.047090 1.3851 1.4924 2.4970 -0.7579
N -21.705950 18.803890 12.874090 -0.6120 1.0374 -2.8121 0.1547
O -21.952950 18.547160 15.150330 -2.3142 0.9951 0.6980 0.0418
H -20.127120 17.127250 13.212280 -0.2252 -0.2885 0.1780 0.0978
H -20.538100 16.589410 14.764890 -0.4090 0.6079 0.0537 0.1192
H -21.124160 18.396170 12.156190 -0.4851 0.3606 -0.1038 0.0955
H -22.104070 19.705020 12.651440 -0.0124 -0.3037 0.7251 0.1157
N -28.046350 27.963210 10.194930 2.1092 -0.4268 0.1445 0.1407
C -28.897190 26.909320 10.288000 2.7582 -3.3044 -2.3841 -0.7458
N -30.103360 27.242960 10.554740 -2.9527 1.4815 1.1141 0.1627
O -28.601640 25.728600 9.995470 0.4835 1.6174 0.8101 -0.0121
H -27.093990 27.631010 10.142390 -0.0011 0.6326 -0.1806 0.1070
H -28.244470 28.952010 10.138930 -0.0951 -0.4814 0.1491 0.1027
H -30.791140 26.533070 10.347110 -0.3846 0.7786 0.1480 0.1326
H -30.125080 28.252250 10.585970 -1.9114 -0.3066 0.1859 0.1122
O -28.714160 23.000710 3.349960 0.3529 0.3343 -0.1422 -0.0568
C -29.547590 22.950770 4.490830 -0.7748 -1.8655 0.1470 -0.2349
C -29.073230 21.820690 5.418550 0.9189 0.5607 0.8394 -0.2708
O -29.226250 20.538100 4.878370 -0.0790 -0.6329 -1.0740 -0.0667
H -28.193930 23.805450 3.292060 -0.0656 0.0364 0.2929 0.0846
H -29.714310 23.876400 5.041750 0.3309 0.0995 -0.1411 0.1203
H -30.496000 22.593670 4.089460 -0.4053 0.3062 0.1413 0.1135
H -29.503500 21.687400 6.411130 -0.5874 1.3598 0.1912 0.1164
H -28.013660 22.005790 5.595090 0.3611 0.1603 0.0051 0.1110
H -28.798420 19.971080 5.524170 -0.0720 -0.3753 -0.2230 0.0833


7
Properties=species:S:1:pos:R:3:forces:R:3:lowdin_charge:R:1 method="wB97M-V/def2-TZVPD" smiles="O=[N+]([O-])C(Cl)(Cl)Br" largest_force_ev_per_a=2.996
O 0.778555 -1.602904 -0.265575 -0.6345 -1.0639 -0.3765 0.0220
N -0.205427 -0.928685 -0.298720 0.7806 2.8878 -0.1696 -0.5278
O -1.339324 -1.105943 -0.600928 -0.3605 -1.3698 -0.2577 0.0412
C 0.118398 0.637710 0.161992 1.0417 -1.9097 0.2643 -1.4739
Cl 1.530585 1.118495 -0.869654 -1.2941 -0.0044 1.1107 0.5837
Cl 0.557928 0.191832 1.866837 -0.0262 1.3301 -0.6208 0.5917
Br -1.440713 1.689497 0.006049 0.4929 0.1299 0.0496 0.7631


HOMO-LUMO gap for the records above, in order: 9.216 8.802 9.409 10.849 eV
ΔE to the lowest compared entry with this formula, charge and spin for the records above, in order: 413.3 0.0 813.2 29.0 kJ/mol
HOMO for the records above, in order: -9.51 -10.83 -9.42 -11.14 eV